{
  "formula": "C47H53GePSi2Zr",
  "method": "wB97M-V/def2-TZVPD",
  "species": ["Zr", "C", "C", "C", "C", "C", "C", "P", "C", "C", "C", "C", "C", "C", "C", "C", "C", "C", "C", "C", "C", "C", "C", "C", "H", "H", "H", "H", "H", "H", "H", "H", "H", "H", "H", "H", "H", "H", "H", "H", "C", "Ge", "C", "C", "C", "C", "C", "C", "C", "C", "C", "C", "C", "C", "C", "C", "C", "C", "H", "H", "H", "H", "H", "H", "H", "H", "H", "H", "H", "H", "H", "H", "H", "C", "Si", "C", "C", "C", "H", "H", "H", "H", "H", "H", "H", "H", "H", "H", "H", "C", "Si", "C", "C", "C", "H", "H", "H", "H", "H", "H", "H", "H", "H", "H", "H"],
  "coordinates": [[-0.2269, -0.1930, -0.3360], [-1.6071, 1.8516, 5.8849], [-2.3723, 1.4580, 4.7941], [-1.7984, 0.7176, 3.7769], [-0.4496, 0.3612, 3.8324], [0.3083, 0.7526, 4.9314], [-0.2723, 1.4939, 5.9525], [0.2225, -0.6761, 2.4900], [1.9166, -1.0610, 3.0166], [2.8579, -0.0376, 2.8768], [4.1728, -0.2317, 3.2607], [4.5664, -1.4575, 3.7818], [3.6392, -2.4770, 3.9258], [2.3178, -2.2816, 3.5471], [-0.7831, -2.1702, 2.6924], [-0.9185, -2.7965, 3.9070], [-1.7144, -3.9479, 4.0359], [-2.3737, -4.4431, 2.9451], [-2.2809, -3.8036, 1.6877], [-2.9701, -4.3152, 0.5570], [-2.8915, -3.6881, -0.6481], [-2.1184, -2.5053, -0.7602], [-1.4150, -1.9604, 0.2886], [-1.4872, -2.6393, 1.5503], [-2.0564, 2.4266, 6.6823], [-3.4197, 1.7217, 4.7395], [-2.4236, 0.3828, 2.9543], [1.3509, 0.4811, 5.0038], [0.3260, 1.7860, 6.8045], [2.5566, 0.9246, 2.4737], [4.8910, 0.5697, 3.1500], [5.5954, -1.6166, 4.0741], [3.9409, -3.4317, 4.3352], [1.6077, -3.0885, 3.6592], [-0.4129, -2.3998, 4.7796], [-1.8028, -4.4332, 4.9979], [-2.9897, -5.3289, 3.0317], [-3.5620, -5.2140, 0.6737], [-3.4132, -4.0791, -1.5109], [-2.1123, -2.0300, -1.7442], [-0.9868, -1.8022, -4.4470], [-0.4809, -0.3638, -3.2378], [-1.9504, 0.9286, -3.2585], [-1.9062, 1.8688, -4.2920], [-2.9892, 2.7060, -4.5090], [-4.1093, 2.6208, -3.6959], [-4.1509, 1.7001, -2.6594], [-3.0709, 0.8563, -2.4377], [1.1795, 0.4813, -3.7736], [1.8702, -0.0962, -4.8112], [3.0864, 0.4479, -5.2747], [3.6218, 1.5371, -4.6559], [2.9646, 2.1465, -3.5590], [3.5390, 3.2464, -2.8781], [2.9217, 3.8061, -1.7978], [1.6762, 3.3072, -1.3625], [1.0930, 2.2609, -2.0187], [1.7226, 1.6281, -3.1205], [-0.9211, -1.3702, -5.4473], [-2.0245, -2.0724, -4.2611], [-0.3610, -2.6861, -4.3845], [-1.0327, 1.9521, -4.9271], [-2.9551, 3.4296, -5.3124], [-4.9529, 3.2744, -3.8706], [-5.0241, 1.6387, -2.0243], [-3.1287, 0.1299, -1.6274], [1.4853, -0.9839, -5.2973], [3.5956, -0.0153, -6.1085], [4.5665, 1.9461, -4.9892], [4.4873, 3.6328, -3.2274], [3.3767, 4.6384, -1.2795], [1.1764, 3.7644, -0.5186], [0.0939, 1.9424, -1.7041], [1.8555, -3.6748, 0.5933], [2.4846, -2.4231, -0.6684], [4.3567, -2.4792, -0.6757], [1.8178, -3.0012, -2.3291], [1.9502, -0.6304, -0.4041], [1.4739, -4.5526, 0.0689], [1.0505, -3.3103, 1.2295], [2.6642, -4.0015, 1.2463], [4.7305, -3.4831, -0.8779], [4.7402, -2.1660, 0.2978], [4.7724, -1.8059, -1.4262], [2.2456, -3.9745, -2.5788], [2.0526, -2.3162, -3.1444], [0.7335, -3.1386, -2.2809], [2.3849, -0.0738, -1.2481], [2.4479, -0.2616, 0.4997], [-1.9466, 3.9468, -1.3788], [-2.1787, 3.1013, 0.2772], [-3.9342, 2.4761, 0.5035], [-1.8623, 4.3723, 1.6220], [-1.0329, 1.6429, 0.6030], [-2.7571, 4.6635, -1.5267], [-1.9573, 3.2636, -2.2270], [-1.0139, 4.5099, -1.4112], [-4.6570, 3.2493, 0.2383], [-4.0952, 2.2272, 1.5548], [-4.1640, 1.5868, -0.0844], [-2.5766, 5.1948, 1.5784], [-0.8616, 4.8011, 1.5405], [-1.9415, 3.9108, 2.6086], [-0.0788, 2.0529, 0.9980], [-1.5135, 1.1722, 1.4755]],
  "lowdin_spin": [0.17, 0.00, 0.00, 0.00, 0.00, 0.00, 0.00, 0.02, 0.00, 0.00, 0.00, 0.00, 0.00, 0.00, 0.00, 0.00, 0.00, 0.00, 0.00, 0.00, 0.00, 0.02, 0.01, 0.00, 0.00, 0.00, 0.00, 0.00, 0.00, 0.00, 0.00, 0.00, 0.00, 0.00, 0.00, 0.00, 0.00, 0.00, 0.00, 0.02, 0.05, 0.36, 0.09, 0.03, 0.01, 0.00, 0.00, 0.01, 0.06, 0.04, 0.00, 0.03, 0.00, 0.00, 0.00, 0.00, 0.00, 0.01, 0.01, 0.00, 0.00, 0.00, 0.00, 0.00, 0.00, 0.00, 0.00, 0.00, 0.00, 0.00, 0.00, 0.00, 0.00, 0.00, 0.00, 0.00, 0.01, 0.01, 0.00, 0.00, 0.00, 0.00, 0.00, 0.00, 0.00, 0.00, 0.00, 0.00, 0.00, 0.00, 0.00, 0.00, 0.00, 0.00, 0.00, 0.00, 0.00, 0.00, 0.00, 0.00, 0.00, 0.00, 0.00, 0.00, 0.00],
  "fmax_ev_per_a": 1.48,
  "total_charge": 1,
  "spin_multiplicity": 2,
  "relative_energy_kcal_mol": 10.03,
  "e_lumo_ev": [-2.65, -5.21],
  "orbital_gap_ev": [8.11, 5.55]
}